[1]
{
  "formula": "C22H18N4O5S7Ti",
  "method": "the ωB97M-V functional and the def2-TZVPD basis",
  "s_squared": 0.778,
  "e_lumo_ev": [1.7449, 1.0437],
  "multiplicity": 2,
  "energy_ev": -138272.5644,
  "total_charge": -1,
  "e_above_lowest_kcal_mol": 33.0,
  "orbital_gap_ev": [5.727, 5.040],
  "symbols": ["Ti", "O", "C", "C", "C", "C", "C", "C", "C", "O", "N", "N", "C", "C", "C", "C", "C", "C", "N", "H", "H", "H", "H", "H", "H", "H", "H", "H", "H", "S", "C", "S", "C", "C", "S", "S", "S", "S", "C", "N", "C", "C", "C", "C", "H", "H", "H", "H", "H", "C", "S", "O", "O", "O", "H", "H", "H"],
  "xyz": [[-0.19090, -0.11962, -0.28710], [-1.55161, -0.19338, 3.93006], [-0.82667, 0.84535, 4.36412], [-0.92228, 1.14837, 5.72756], [-0.19413, 2.18302, 6.27099], [0.65508, 2.95155, 5.47452], [0.74874, 2.66363, 4.13074], [0.01354, 1.62523, 3.55187], [0.14256, 1.36108, 2.11352], [-0.59643, 0.45423, 1.57616], [0.94907, 2.08630, 1.35524], [0.70271, 1.68475, 0.07396], [1.11616, 2.42444, -0.91651], [0.52937, 2.09265, -2.17832], [0.75089, 2.80462, -3.36535], [0.02852, 2.46908, -4.48570], [-0.90646, 1.43216, -4.41320], [-1.06386, 0.76149, -3.22007], [-0.36330, 1.07525, -2.12189], [-1.36004, -0.34528, 2.98162], [-1.57439, 0.53431, 6.33440], [-0.28042, 2.39331, 7.33043], [1.23527, 3.75708, 5.90444], [1.39936, 3.23917, 3.48604], [1.75567, 3.28620, -0.76503], [1.47002, 3.61290, -3.37617], [0.17708, 3.01153, -5.41078], [-1.50190, 1.14698, -5.26855], [-1.76112, -0.05573, -3.09105], [-4.50271, -5.92259, -0.83151], [-3.57691, -4.57538, -0.53936], [-2.06313, -4.60511, 0.27221], [-1.72348, -2.88968, 0.26185], [-2.66666, -2.12761, -0.33418], [-2.63148, -0.38105, -0.50115], [-4.04183, -2.98289, -0.98450], [-0.23864, -2.34165, 0.99111], [2.42986, -0.81346, 3.10350], [3.25642, -0.73327, 1.66169], [3.36442, 0.47401, 1.01249], [4.00864, 0.67395, -0.15931], [4.62952, -0.35399, -0.78931], [4.52490, -1.63937, -0.20152], [3.86406, -1.82577, 0.97061], [2.83175, 1.22927, 1.43490], [3.97968, 1.68470, -0.54117], [5.14598, -0.19211, -1.72329], [4.95719, -2.49407, -0.70654], [3.75086, -2.80550, 1.40968], [1.84544, -1.13011, -3.54509], [1.32304, -1.73497, -1.96279], [2.01457, -2.96795, -1.75867], [-0.14936, -1.73264, -1.94822], [1.68984, -0.62473, -1.00896], [1.69565, -1.93355, -4.26351], [2.90336, -0.88631, -3.46583], [1.26820, -0.25227, -3.82288]],
  "atomic_forces_ev_per_a": [[-1.34, -1.32, 0.00], [0.04, 0.02, -0.04], [0.01, -0.03, 0.04], [0.00, -0.01, -0.04], [0.01, 0.01, 0.02], [0.00, -0.01, 0.00], [-0.04, 0.02, -0.03], [0.08, 0.04, -0.03], [-0.16, -0.02, 0.12], [0.29, 0.35, 0.68], [-0.03, 0.06, -0.07], [0.24, 0.65, -0.06], [0.06, -0.06, -0.03], [-0.04, 0.09, -0.11], [0.02, -0.05, 0.05], [-0.02, -0.02, -0.01], [0.00, 0.01, -0.02], [0.03, -0.01, 0.09], [0.16, 0.05, -0.17], [-0.02, -0.02, 0.00], [0.00, 0.00, 0.00], [0.00, 0.00, 0.00], [0.00, 0.00, 0.00], [-0.01, 0.00, 0.01], [-0.08, 0.07, 0.04], [0.01, -0.01, 0.00], [-0.01, -0.01, -0.01], [0.00, 0.01, 0.00], [-0.01, 0.00, -0.04], [0.06, 0.05, -0.03], [-0.12, -0.08, 0.10], [0.02, -0.02, -0.05], [0.03, 0.04, -0.05], [0.08, 0.07, 0.01], [0.22, -0.06, -0.04], [-0.01, -0.02, -0.06], [-0.20, 0.18, 0.01], [0.05, -0.15, 0.13], [-0.02, 0.15, -0.28], [0.24, -0.15, 0.07], [0.13, -0.04, 0.10], [0.06, 0.04, 0.07], [0.09, 0.00, -0.02], [0.02, 0.02, 0.10], [0.02, 0.12, 0.03], [0.02, -0.01, -0.01], [0.02, 0.00, -0.01], [-0.01, 0.01, -0.01], [0.00, 0.00, 0.00], [0.01, -0.06, 0.00], [-0.01, 0.34, 0.01], [-0.02, -0.03, 0.00], [0.21, -0.02, -0.29], [-0.11, -0.18, -0.20], [-0.01, 0.02, -0.01], [0.01, -0.03, 0.00], [0.00, 0.01, 0.04]]
}

---

[2]
{
  "formula": "C22H18N4Se4Ta",
  "method": "the ωB97M-V functional and the def2-TZVPD basis",
  "e_lumo_ev": [-4.8189, -4.8196],
  "energy_ev": -291999.4762,
  "total_charge": 1,
  "e_above_lowest_kcal_mol": 0.0,
  "orbital_gap_ev": [5.579, 5.578],
  "symbols": ["Ta", "C", "C", "C", "C", "C", "H", "H", "H", "H", "H", "C", "C", "C", "C", "C", "C", "N", "C", "C", "C", "C", "C", "C", "N", "N", "C", "C", "C", "C", "C", "N", "H", "H", "H", "H", "H", "H", "H", "H", "H", "H", "H", "H", "H", "Se", "Se", "Se", "Se"],
  "xyz": [[7.80589, 8.05954, 11.00178], [9.21598, 9.92453, 12.14139], [10.02556, 9.10569, 11.34956], [9.62167, 9.35836, 9.99644], [8.65746, 10.40358, 10.00008], [8.40211, 10.71811, 11.35233], [9.27851, 9.95154, 13.23322], [10.82236, 8.50025, 11.65709], [10.13559, 8.92998, 9.13293], [8.23124, 10.82161, 9.09266], [7.76580, 11.52222, 11.70378], [4.97381, 8.04497, 16.03623], [5.36913, 9.11504, 15.28507], [6.35087, 8.94858, 14.29641], [6.90805, 7.68703, 14.04970], [6.44549, 6.60105, 14.82539], [5.48515, 6.77765, 15.80366], [7.97513, 7.55191, 13.08325], [8.96469, 6.72836, 13.42360], [9.47756, 6.57563, 14.74746], [10.61971, 5.83719, 14.88261], [11.28495, 5.17859, 13.83262], [10.80725, 5.26262, 12.56665], [9.61701, 6.03520, 12.36469], [9.17079, 6.32929, 11.11801], [9.59695, 5.74107, 10.05188], [8.98983, 6.28002, 8.88692], [9.34487, 5.69268, 7.69677], [8.72190, 6.14108, 6.54743], [7.75221, 7.10336, 6.66041], [7.50856, 7.71648, 7.83645], [8.12815, 7.31095, 8.94787], [4.24466, 8.15486, 16.79954], [5.01574, 10.12037, 15.51414], [6.70948, 9.78356, 13.73099], [6.84099, 5.58970, 14.61473], [5.12185, 5.97826, 16.43979], [9.06707, 7.08554, 15.62286], [11.03383, 5.71214, 15.85582], [12.20094, 4.63851, 13.97328], [11.34818, 4.86008, 11.74972], [10.07457, 4.92066, 7.70848], [8.92932, 5.67289, 5.62490], [7.30788, 7.45685, 5.72134], [6.79546, 8.57780, 7.99213], [5.77067, 9.42014, 10.54299], [3.72251, 8.10597, 10.43616], [4.45436, 6.50347, 12.05441], [6.32526, 5.82509, 10.88985]],
  "atomic_forces_ev_per_a": [[0.72, 2.19, 0.92], [0.66, -0.34, 1.95], [-1.37, 0.48, -1.30], [0.82, 0.04, -0.27], [0.18, -1.44, -0.61], [-0.78, 0.44, -0.39], [-0.18, 0.04, -0.50], [0.82, -0.82, 0.41], [-0.37, 0.30, 0.27], [-0.08, 0.04, 0.40], [-0.11, -0.32, -0.02], [-0.17, -0.49, -0.05], [0.92, 0.81, -0.66], [-0.09, -0.81, 0.30], [-0.26, 0.76, 0.78], [0.62, -0.75, -0.79], [0.15, 0.22, -0.03], [-2.09, -0.01, -0.16], [0.90, -0.40, 0.11], [0.36, -0.20, -0.34], [-0.28, -0.25, 0.35], [-0.02, -0.08, -0.70], [-1.04, 0.84, 0.70], [1.43, -0.46, 0.04], [-0.53, -0.02, -1.35], [-0.47, 1.06, 0.45], [0.63, -0.53, 0.94], [-0.33, 0.34, -0.64], [0.28, -0.84, 1.31], [-0.28, 0.82, -2.53], [-1.26, 1.54, 1.22], [0.23, -0.60, 1.07], [-0.51, 0.23, 0.58], [-0.08, -0.29, -0.18], [0.06, 0.44, -0.20], [-0.20, 0.65, 0.19], [0.22, -0.20, -0.30], [-0.10, -0.18, -0.55], [0.27, 0.13, 0.67], [0.23, -0.10, 0.43], [0.16, -0.39, -0.72], [0.41, -0.51, -0.04], [0.25, -0.26, -0.95], [-0.17, -0.06, 0.66], [0.87, -1.21, -0.48], [-1.28, -0.39, -0.06], [1.14, -0.11, 0.64], [-0.33, 0.57, -0.70], [0.06, 0.14, 0.13]]
}

---

[3]
{
  "formula": "C22H19Br2N3O2",
  "method": "the ωB97M-V functional and the def2-TZVPD basis",
  "e_lumo_ev": -0.1519,
  "energy_ev": -171771.6122,
  "smiles": "Cc1noc(C)c1-c1cc(C(N)=O)c2c(c1)c1cc(Br)c(Br)cc1n2CC1CC1",
  "e_above_lowest_kcal_mol": 0.0,
  "orbital_gap_ev": 7.952,
  "symbols": ["O", "Br", "Br", "N", "O", "C", "C", "C", "C", "C", "C", "C", "C", "C", "C", "C", "C", "C", "C", "C", "C", "N", "N", "C", "C", "C", "C", "C", "C", "H", "H", "H", "H", "H", "H", "H", "H", "H", "H", "H", "H", "H", "H", "H", "H", "H", "H", "H"],
  "xyz": [[1.05053, 0.87891, -3.11540], [-3.20494, 1.73546, 5.18122], [-4.04010, 4.25900, 3.02898], [3.15196, -4.59029, 2.13704], [2.78315, -5.27251, 0.96852], [0.64118, -0.21414, -2.73698], [2.61475, -3.37771, 2.09462], [1.86851, -3.22529, 0.85605], [2.02111, -4.43508, 0.21608], [1.19851, -1.68120, -0.87519], [-1.77765, 0.65533, 3.00508], [0.24942, -1.36197, 1.31378], [-2.51364, 2.68986, 1.14812], [-2.59041, 1.71559, 3.40305], [-2.96299, 2.75754, 2.48707], [1.10135, -2.06184, 0.42641], [0.46768, -0.54834, -1.33198], [-1.30861, 0.66660, 1.64980], [-0.41853, -0.21457, 0.89046], [-1.71046, 1.63049, 0.73105], [-0.31966, 0.23505, -0.43022], [0.59278, -1.15059, -3.74969], [-1.10448, 1.38645, -0.51094], [2.77168, -2.36766, 3.22019], [1.45232, -4.97789, -1.04668], [-1.40446, 2.21769, -1.72306], [-0.94588, 4.78963, -1.28697], [-0.82440, 4.55817, -2.80097], [-0.50062, 3.43298, -1.81927], [1.82194, -2.29162, -1.53017], [-1.48040, -0.11641, 3.68516], [0.12045, -1.65901, 2.31693], [-2.88014, 3.48073, 0.46879], [0.75240, -0.81494, -4.68802], [0.05252, -1.98683, -3.59094], [1.86476, -2.32695, 3.86538], [2.99642, -1.40997, 2.76482], [3.61781, -2.65054, 3.83490], [0.89803, -5.90149, -0.78660], [0.70485, -4.30034, -1.44523], [2.20550, -5.15351, -1.78872], [-1.24152, 1.56264, -2.61793], [-2.45572, 2.52192, -1.69709], [-1.93628, 4.91000, -0.79964], [-0.19461, 5.41410, -0.85824], [0.01098, 4.94387, -3.37052], [-1.75248, 4.46879, -3.38797], [0.55738, 3.17992, -1.70504]],
  "atomic_forces_ev_per_a": [[-0.43, 0.71, 0.91], [-0.04, 0.01, 0.15], [0.52, -0.78, -0.31], [-0.24, 0.89, 0.26], [-0.40, 1.47, 0.08], [1.70, 1.27, -2.98], [-0.18, -1.43, -0.67], [0.53, -1.18, 0.72], [0.13, 0.60, 0.75], [-1.23, 1.50, -1.07], [0.15, 1.24, -2.03], [0.58, 0.52, -1.55], [-1.25, 1.06, 0.48], [-0.05, 0.36, -0.72], [0.77, -0.98, -0.49], [-0.60, -0.16, 1.82], [-0.42, -0.58, 0.56], [0.00, -0.80, 0.80], [0.18, -1.07, 1.28], [0.49, 0.21, 0.00], [0.21, -0.21, -0.16], [-0.79, -0.97, 1.49], [-0.66, 0.68, -1.10], [-0.26, -0.91, -0.41], [-0.88, -0.39, 0.97], [0.76, -0.77, -0.14], [-0.41, -0.50, -0.76], [-0.71, -0.86, 0.66], [-0.15, 0.49, 0.02], [-0.19, 0.61, -0.12], [0.02, -0.20, 0.28], [0.02, -0.53, 0.98], [0.47, -0.61, 0.41], [-0.10, 0.01, 0.26], [0.10, -0.05, -0.34], [0.61, 0.10, -0.57], [-0.23, 0.33, 0.14], [0.08, -0.11, 0.15], [0.51, 0.22, -0.37], [0.03, 0.22, -0.04], [0.38, -0.29, -0.40], [-0.25, 0.62, 0.83], [0.07, -0.15, 0.07], [0.71, -0.17, -0.71], [0.39, 0.24, 0.32], [-0.06, 0.24, 0.24], [0.47, 0.02, 0.41], [-0.37, 0.13, -0.11]]
}

---

[4]
{
  "formula": "C22H19Co2N4O8",
  "method": "the ωB97M-V functional and the def2-TZVPD basis",
  "e_lumo_ev": 1.6623,
  "energy_ev": -120714.2459,
  "total_charge": -1,
  "orbital_gap_ev": 4.690,
  "symbols": ["C", "C", "O", "N", "C", "C", "N", "C", "C", "N", "C", "C", "O", "C", "C", "N", "C", "C", "C", "H", "H", "H", "H", "H", "H", "H", "H", "H", "H", "H", "H", "H", "H", "H", "H", "O", "C", "Co", "C", "O", "C", "O", "C", "C", "C", "Co", "C", "O", "C", "O", "C", "O", "H", "H", "H"],
  "xyz": [[3.53180, 0.28526, 4.12833], [2.50630, 0.09169, 3.03812], [1.49181, -0.56837, 3.24968], [2.78064, 0.75216, 1.82803], [3.94627, 1.62012, 1.71968], [3.69036, 2.75885, 0.75873], [3.20724, 2.27173, -0.50996], [3.14081, 3.28487, -1.53365], [2.87390, 2.67693, -2.89171], [1.72532, 1.78130, -2.85673], [0.94057, 1.61747, -4.01047], [1.45256, 2.30648, -5.25028], [-0.12680, 0.99817, -4.03977], [1.51243, 1.02459, -1.69525], [0.48752, 0.07352, -1.60084], [0.25999, -0.59223, -0.47342], [0.97689, -0.40475, 0.62827], [2.03617, 0.51196, 0.66236], [2.29907, 1.24199, -0.53019], [4.56092, 0.24191, 3.75491], [3.36328, 1.24703, 4.63687], [3.38768, -0.51201, 4.86165], [4.18110, 2.04147, 2.69944], [4.81964, 1.04577, 1.37230], [2.97133, 3.46472, 1.21870], [4.63585, 3.28326, 0.56608], [2.35143, 4.02898, -1.31143], [4.11576, 3.78870, -1.55576], [2.68328, 3.48641, -3.60045], [3.77284, 2.13424, -3.22415], [2.54217, 2.24716, -5.35136], [0.99042, 1.82140, -6.11397], [1.13910, 3.36218, -5.24894], [-0.15918, -0.15461, -2.43644], [0.70085, -0.99692, 1.48977], [-5.73011, 1.10814, 0.52341], [-5.62962, 0.02265, 0.92380], [-5.42976, -1.63873, 1.46235], [-4.60903, -1.56479, 3.01293], [-4.09171, -1.49330, 4.04583], [-6.97334, -2.39797, 1.72007], [-7.99545, -2.92969, 1.85437], [-4.76953, -2.70013, -0.04339], [-3.40714, -2.26617, -0.09238], [-2.62885, -1.21834, -0.36937], [-3.60176, -3.84929, 0.65238], [-2.51303, -3.88508, 2.09899], [-1.91170, -4.20614, 3.03380], [-2.68320, -4.74925, -0.57144], [-2.17808, -5.44371, -1.34497], [-4.87652, -4.96755, 1.14958], [-5.71993, -5.69238, 1.46126], [-5.42795, -2.81892, -0.90614], [-1.54068, -1.32102, -0.32326], [-3.07191, -0.24976, -0.66600]],
  "atomic_forces_ev_per_a": [[0.22, -0.12, 0.34], [-0.99, -0.04, -0.23], [1.50, 0.81, -0.11], [0.13, -0.27, 1.09], [0.28, -0.27, -0.05], [-0.27, 0.06, 0.00], [1.25, 0.45, -0.18], [-0.28, 0.01, 0.14], [0.31, -0.23, -0.21], [-0.37, 0.19, -1.19], [-1.09, -0.39, 0.64], [0.08, 0.07, -0.42], [1.74, 0.98, -0.21], [-0.42, -0.68, 1.29], [0.38, -0.21, 0.66], [0.70, -0.10, -0.16], [0.12, 0.09, -0.77], [-0.87, -0.15, -1.07], [-1.22, -0.08, 0.26], [-0.20, 0.05, 0.16], [0.13, -0.23, -0.16], [-0.06, 0.17, -0.16], [-0.03, -0.05, -0.26], [-0.12, 0.09, 0.06], [0.16, -0.08, -0.12], [-0.20, 0.02, 0.20], [0.19, -0.09, 0.01], [-0.26, 0.09, -0.06], [0.08, -0.15, 0.20], [-0.13, 0.08, 0.04], [-0.25, 0.08, -0.03], [0.02, 0.09, 0.23], [0.17, -0.27, 0.00], [0.12, 0.05, 0.31], [0.03, 0.20, -0.27], [-0.43, -0.82, 0.77], [1.23, 0.77, -1.68], [0.64, -0.90, 1.21], [0.45, 0.68, 2.22], [-0.31, -0.21, -0.99], [-1.11, -1.64, -0.18], [0.59, 0.74, -0.01], [-1.21, 3.13, -2.66], [-1.49, 2.98, -1.84], [0.05, -0.41, -0.20], [1.43, -3.29, 2.75], [0.62, -0.91, 1.54], [-0.64, 0.82, -1.29], [0.02, -1.31, -0.63], [-0.36, 1.11, 0.78], [-1.04, -1.58, 0.48], [0.83, 1.03, -0.42], [0.41, -0.13, 0.06], [-0.78, 0.31, 0.22], [0.24, -0.57, -0.06]]
}